Entry 1:
This record from OMol25 describes the molecule C23H25N3O2. The level of theory is ωB97M-V with the def2-TZVPD basis set.

CARTESIAN COORDINATES (ANGSTROEM)
C (-7.37910, -0.67183, 0.49353)
O (-6.96000, 0.52271, -0.12353)
C (-5.63034, 0.80068, -0.15968)
C (-5.27347, 2.01094, -0.76064)
C (-3.94837, 2.38642, -0.83493)
C (-2.94910, 1.56374, -0.34027)
C (-3.29130, 0.35129, 0.24804)
C (-2.29517, -0.59258, 0.81837)
O (-2.56391, -1.28935, 1.77285)
C (-0.97242, -0.71339, 0.08936)
C (-1.10638, -1.84780, -0.93774)
C (0.23543, -2.05497, -1.63141)
C (1.33152, -2.30121, -0.59904)
N (1.40291, -1.17258, 0.30904)
C (2.57648, -1.21125, 1.17373)
C (3.84978, -1.06477, 0.41049)
C (4.76090, -2.03447, 0.07976)
C (5.83968, -1.40965, -0.57838)
C (5.56264, -0.07505, -0.61263)
N (4.34969, 0.14201, -0.01792)
C (3.77158, 1.40778, 0.11389)
C (4.55524, 2.50948, 0.45375)
C (3.95314, 3.75157, 0.55095)
C (2.59109, 3.84844, 0.30809)
N (1.84096, 2.80863, -0.01691)
C (2.41110, 1.62364, -0.11782)
C (0.16756, -1.03869, 1.05576)
C (-4.63325, -0.01780, 0.35042)
H (-6.97815, -1.55100, -0.02077)
H (-8.46541, -0.67552, 0.41968)
H (-7.08667, -0.70276, 1.54755)
H (-6.05788, 2.64002, -1.15069)
H (-3.68768, 3.33290, -1.28418)
H (-1.92257, 1.89207, -0.38149)
H (-0.73215, 0.20803, -0.44246)
H (-1.88201, -1.60279, -1.66668)
H (-1.40066, -2.76336, -0.41881)
H (0.17909, -2.90334, -2.31522)
H (0.48768, -1.16385, -2.20896)
H (2.29844, -2.40047, -1.09759)
H (1.12511, -3.24085, -0.05476)
H (2.48227, -0.38544, 1.88715)
H (2.62429, -2.15418, 1.74535)
H (4.66720, -3.08135, 0.29372)
H (6.71170, -1.89076, -0.97454)
H (6.11594, 0.73364, -1.04805)
H (5.61106, 2.38771, 0.64886)
H (4.52969, 4.62446, 0.81570)
H (2.07484, 4.79668, 0.37482)
H (1.77044, 0.79515, -0.38828)
H (0.27624, -0.21753, 1.76991)
H (-0.08080, -1.95298, 1.61998)
H (-4.85690, -0.95642, 0.83263)

Values from the calculation:
Highest occupied orbital energy = -8.4 eV
Net charge = 0
HOMO-LUMO gap = 8.97 eV


Entry 2:
This record from OMol25 describes a 3-piece molecular cluster, C23H25N3O2 overall in a non-equilibrium geometry. The level of theory is ωB97M-V with the def2-TZVPD basis set.

CARTESIAN COORDINATES (ANGSTROEM)
C (-0.18561, 1.89722, -3.83099)
C (1.10031, 1.10442, -3.46436)
C (1.08436, -0.18497, -4.33041)
C (1.02116, 0.81679, -1.94819)
C (2.42853, 0.71210, -1.24015)
C (2.54939, -0.66703, -0.57658)
C (2.67207, -1.71882, -1.45670)
C (2.75026, -3.00594, -1.00292)
C (2.69696, -3.24084, 0.32745)
C (2.60720, -2.19447, 1.20965)
C (2.52400, -0.90343, 0.78906)
C (2.58925, -2.76787, 2.61615)
O (2.74744, -2.19789, 3.66830)
N (2.33350, -4.17640, 2.43834)
C (2.73450, -4.53819, 1.11064)
O (3.05683, -5.62321, 0.69884)
H (-0.23418, 1.99344, -4.91461)
H (-1.03166, 1.30629, -3.47697)
H (-0.13535, 2.85975, -3.32213)
H (1.99410, 1.69153, -3.68130)
H (1.92414, -0.21748, -5.02520)
H (0.19694, -0.17503, -4.96785)
H (1.00926, -1.09730, -3.74094)
H (0.49539, -0.12440, -1.81300)
H (0.45901, 1.61406, -1.46018)
H (2.47584, 1.41971, -0.41242)
H (3.23002, 0.86862, -1.95802)
H (2.69907, -1.50486, -2.51494)
H (2.82521, -3.85031, -1.67869)
H (2.44746, -0.09467, 1.50466)
H (1.33099, -4.33190, 2.51659)
C (-3.13780, -1.39214, 1.28652)
C (-3.04464, -0.51889, 0.21472)
C (-1.78343, -0.14913, -0.22528)
N (-0.64947, -0.58135, 0.32800)
C (-0.76181, -1.41769, 1.35267)
C (-1.97132, -1.85505, 1.87230)
H (-4.10442, -1.70415, 1.66021)
H (-3.93064, -0.13201, -0.26897)
H (-1.66499, 0.52960, -1.06356)
H (0.17869, -1.74303, 1.78052)
H (-1.99685, -2.53600, 2.71224)
C (-2.07801, 4.29655, 2.97591)
C (-3.43775, 4.55519, 3.03693)
C (-4.31670, 3.51676, 2.76939)
N (-3.92925, 2.28182, 2.45290)
C (-2.61797, 2.05347, 2.39764)
C (-1.65500, 3.01871, 2.65018)
H (-1.35874, 5.07995, 3.17920)
H (-3.80986, 5.53935, 3.28662)
H (-5.38929, 3.67308, 2.80852)
H (-2.33402, 1.04232, 2.13834)
H (-0.60312, 2.77369, 2.59189)

Values from the calculation:
Highest occupied orbital energy = -9.5 eV
Net charge = 0
HOMO-LUMO gap = 9.40 eV